This record from OMol25 describes a 2-piece molecular cluster, S2 overall. The level of theory is the ωB97M-V functional and the def2-TZVPD basis.

Each line ends with the natural charge from an NBO analysis.
Geometry (Å):
S  0.00  0.00  1.73  0.00
S  0.00  0.00  -1.73  0.00

- multiplicity = 1
- relative energy (zero: lowest compared OMol25 entry of this formula, charge and spin) (kJ/mol) = 689.1
- electronic energy (eV) = -21661.855
- HOMO-LUMO gap (eV) = 4.3